Record 1
A 8-piece molecular cluster, C44H96BF4N5O4 overall in a non-equilibrium geometry, computed with ωB97M-V/def2-TZVPD.

CARTESIAN COORDINATES (ANGSTROEM)
C  35.5123  -44.6356  1.5301
C  34.5852  -43.7901  0.5398
C  35.1536  -43.5838  -0.9269
N  34.3160  -42.5802  -1.8189
C  32.9177  -43.1879  -2.0539
C  34.2872  -41.1831  -1.1230
C  33.9155  -40.2733  -2.3100
C  34.6110  -40.8571  -3.5014
C  34.9872  -42.2665  -3.1730
H  36.5119  -44.2230  1.6667
H  35.7274  -45.6108  1.0932
H  35.1171  -44.6721  2.5452
H  34.6356  -42.7717  0.9249
H  33.6036  -44.2592  0.6078
H  35.1235  -44.4405  -1.6002
H  36.1733  -43.1988  -0.9223
H  32.2845  -43.0636  -1.1755
H  33.0419  -44.2409  -2.3065
H  32.4756  -42.7751  -2.9607
H  33.6036  -41.1190  -0.2764
H  35.3014  -41.0149  -0.7608
H  32.8580  -40.2935  -2.5734
H  34.1055  -39.2200  -2.1037
H  34.0125  -40.7631  -4.4075
H  35.5383  -40.4275  -3.8804
H  34.6892  -42.8716  -4.0292
H  36.0409  -42.5363  -3.1024
C  32.3051  -36.2264  -8.3338
C  32.0966  -34.7142  -8.0093
C  33.0716  -33.7813  -8.6635
N  33.0387  -32.3907  -7.9983
C  31.6298  -31.7414  -8.2439
C  34.1093  -31.5533  -8.6546
C  34.6156  -30.5816  -7.5856
C  34.7983  -31.5492  -6.4300
C  33.4556  -32.3763  -6.5051
H  33.0541  -36.7525  -7.7420
H  32.5912  -36.3478  -9.3785
H  31.3354  -36.7234  -8.3039
H  31.9331  -34.5415  -6.9456
H  31.1263  -34.4777  -8.4459
H  32.9165  -33.5415  -9.7154
H  34.0876  -34.1739  -8.6223
H  30.9152  -32.1404  -7.5240
H  31.4394  -32.0513  -9.2714
H  31.6294  -30.6715  -8.0355
H  33.8235  -31.0436  -9.5748
H  34.9074  -32.2367  -8.9448
H  33.8418  -29.8336  -7.4129
H  35.4523  -29.9228  -7.8181
H  34.9059  -31.1313  -5.4291
H  35.6979  -32.1218  -6.6556
H  32.6552  -31.8121  -6.0266
H  33.4933  -33.3193  -5.9598
C  39.1186  -33.9920  -1.0925
C  37.7662  -34.5832  -1.4634
C  36.7322  -33.6226  -0.9574
N  35.2707  -34.0728  -1.3241
C  35.0686  -34.0043  -2.9010
C  34.2329  -33.1775  -0.6396
C  32.9994  -33.9446  -0.7103
C  33.3886  -35.3821  -0.6868
C  34.9004  -35.4278  -0.7067
H  39.1920  -33.5344  -0.1060
H  39.4310  -33.2581  -1.8354
H  39.8145  -34.8166  -1.2475
H  37.6261  -35.5699  -1.0219
H  37.7271  -34.7285  -2.5430
H  36.8783  -32.6272  -1.3769
H  36.8406  -33.5383  0.1239
H  34.0684  -34.4214  -3.0184
H  35.6884  -34.6544  -3.5185
H  35.0882  -32.9295  -3.0814
H  34.2565  -32.1521  -1.0085
H  34.4156  -33.0771  0.4303
H  32.5152  -33.7657  -1.6703
H  32.3501  -33.7788  0.1493
H  32.8456  -35.9301  -1.4568
H  32.9937  -35.7989  0.2397
H  35.4444  -36.1916  -1.2624
H  35.2569  -35.3991  0.3230
C  30.7119  -38.5310  -1.4900
C  29.9597  -38.8283  -2.7891
C  28.8838  -37.7871  -2.9419
N  28.2336  -37.8399  -4.3048
C  27.6483  -39.2522  -4.5786
C  27.0708  -36.8111  -4.4782
C  27.1500  -36.2350  -5.8566
C  28.3161  -36.9019  -6.5904
C  29.2339  -37.3877  -5.4413
H  31.5583  -39.2147  -1.4249
H  30.1048  -38.6353  -0.5907
H  31.2437  -37.5844  -1.5859
H  29.5987  -39.8497  -2.6684
H  30.6559  -38.7816  -3.6265
H  29.3722  -36.8132  -2.9105
H  28.0458  -37.7344  -2.2469
H  26.9756  -39.5658  -3.7802
H  28.5128  -39.9126  -4.6462
H  27.1656  -39.1981  -5.5544
H  26.1084  -37.2963  -4.3152
H  27.1630  -35.9983  -3.7578
H  26.2673  -36.3087  -6.4918
H  27.3747  -35.1722  -5.7666
H  28.0308  -37.7505  -7.2123
H  28.9146  -36.2952  -7.2699
H  29.8342  -38.2693  -5.6662
H  29.7764  -36.4952  -5.1293
C  40.7476  -35.0079  -5.1150
C  39.3660  -35.6522  -5.3328
C  39.1618  -36.3064  -6.7193
N  37.8694  -37.1624  -6.8278
C  36.4839  -36.4099  -6.6926
C  37.8993  -38.3804  -5.9495
C  37.0363  -39.4501  -6.6318
C  36.9131  -39.1036  -8.0734
C  37.7373  -37.8429  -8.2305
H  41.4577  -35.5304  -5.7560
H  41.1391  -34.9104  -4.1025
H  40.7257  -33.9972  -5.5226
H  38.6014  -34.8909  -5.1784
H  39.1920  -36.4685  -4.6317
H  40.0058  -36.9464  -6.9766
H  39.0665  -35.4557  -7.3941
H  36.6066  -35.5516  -7.3531
H  36.6572  -36.1523  -5.6477
H  35.5539  -36.9782  -6.6826
H  37.6071  -38.1248  -4.9310
H  38.9152  -38.7719  -5.8970
H  36.1973  -39.4670  -5.9361
H  37.3953  -40.4656  -6.4648
H  35.8568  -39.0240  -8.3303
H  37.3017  -39.9418  -8.6518
H  37.3037  -37.1596  -8.9607
H  38.7560  -38.0498  -8.5585
B  34.1034  -36.8555  -4.4556
F  34.0869  -38.0367  -5.1805
F  35.2997  -36.7619  -3.8826
F  33.7239  -35.7671  -5.2707
F  33.1901  -37.0397  -3.4414
C  31.0880  -34.1073  -4.0648
C  30.0187  -33.4998  -3.1585
O  29.0390  -34.2621  -2.8820
O  30.2119  -32.4300  -2.6518
H  31.8115  -34.7254  -3.5331
H  31.6966  -33.3498  -4.5586
H  30.7178  -34.7966  -4.8236
C  37.5002  -38.7925  -2.2330
C  37.9947  -40.2194  -2.3345
O  38.4399  -40.6395  -3.4102
O  37.8073  -41.0048  -1.4288
H  37.2702  -38.6868  -1.1728
H  36.5335  -38.7824  -2.7365
H  38.1886  -38.0566  -2.6485

Spin multiplicity: 2
LUMO level (alpha / beta): -1.915 / -1.920 eV
Molar mass: 846.09 g mol⁻¹
Charge: +1
Kohn-Sham gap (alpha / beta): 2.1 / 6.8 eV
<S²>: 0.75

Mulliken atomic charge list, values in e, 99 entries: number 1, C, carries -1.40; number 2, C, carries -0.23; number 3, C, carries -0.78; number 4, N, carries 0.62; number 5, C, carries -1.08; number 6, C, carries -0.97; number 7, C, carries 0.24; number 8, C, carries 1.03; number 9, C, carries -1.50; number 10, H, carries 0.36; number 11, H, carries 0.37; number 12, H, carries 0.38; number 13, H, carries 0.28; number 14, H, carries 0.28; number 15, H, carries 0.59; number 16, H, carries 0.33; number 17, H, carries 0.34; number 18, H, carries 0.30; number 19, H, carries 0.44; number 20, H, carries 0.40; number 21, H, carries 0.48; number 22, H, carries -0.15; number 23, H, carries 0.21; number 24, H, carries 0.88; number 25, H, carries -1.24; number 26, H, carries 0.29; number 27, H, carries 0.42; number 28, C, carries -1.38; number 29, C, carries 0.88; number 30, C, carries -1.21; number 31, N, carries 1.79; number 32, C, carries -1.07; number 33, C, carries -1.57; number 34, C, carries -0.95; number 35, C, carries -1.20; number 36, C, carries 0.86; number 37, H, carries 0.10; number 38, H, carries 0.51; number 39, H, carries 0.21; number 40, H, carries -0.44; number 41, H, carries 0.48; number 42, H, carries 0.65; number 43, H, carries -0.40; number 44, H, carries 0.32; number 45, H, carries 0.31; number 46, H, carries 0.37; number 47, H, carries 0.19; number 48, H, carries 0.90; number 49, H, carries 0.25; number 50, H, carries 0.70; number 51, H, carries 0.55; number 52, H, carries 0.50; number 53, H, carries 0.25; number 54, H, carries -0.96; number 55, C, carries -1.65; number 56, C, carries 0.85; number 57, C, carries -1.21; number 58, N, carries 0.51; number 59, C, carries 0.58; number 60, C, carries -0.78; number 61, C, carries -0.75; number 62, C, carries 0.64; number 63, C, carries -0.55; number 64, H, carries 0.40; number 65, H, carries 0.39; number 66, H, carries 0.41; number 67, H, carries 0.17; number 68, H, carries -0.28; number 69, H, carries 0.42; number 70, H, carries 0.50; number 71, H, carries -0.86; number 72, H, carries -0.22; number 73, H, carries 0.19; number 74, H, carries 0.54; number 75, H, carries 0.34; number 76, H, carries -0.01; number 77, H, carries 0.49; number 78, H, carries -0.98; number 79, H, carries 0.96; number 80, H, carries 0.00; number 81, H, carries 0.41; number 82, C, carries -0.70; number 83, C, carries 0.01; number 84, C, carries -0.84; number 85, N, carries 0.39; number 86, C, carries -1.08; number 87, C, carries -0.53; number 88, C, carries -0.84; number 89, C, carries -0.43; number 90, C, carries 0.25; number 91, H, carries -0.14; number 92, H, carries 0.57; number 93, H, carries -0.05; number 94, H, carries 0.52; number 95, H, carries 0.18; number 96, H, carries 0.04; number 97, H, carries 0.52; number 98, H, carries 0.28; number 99, H, carries 0.40

***

Record 2
A 2-piece molecular cluster, C13H24FN2O2 overall in a non-equilibrium geometry, computed with ωB97M-V/def2-TZVPD.

CARTESIAN COORDINATES (ANGSTROEM)
O  7.4092  -1.3629  0.4028
C  6.3354  -0.8099  -0.1656
C  4.8362  -1.4806  -0.4762
C  3.8147  -0.1909  -0.7792
C  4.7440  0.9763  -0.0796
F  4.1222  2.2828  -0.3915
N  6.1142  0.6355  -0.6611
H  4.7448  -2.2453  -1.3583
H  4.4172  -1.8242  0.5826
H  2.7878  -0.4776  -0.2936
H  3.8215  0.0211  -1.9496
H  4.8443  0.6145  1.0298
H  6.1615  0.6928  -1.7216
C  -3.9419  0.4996  -1.0910
C  -2.6629  -0.3789  -0.9365
C  -2.8976  -1.5364  0.0809
C  -2.8064  -1.1356  1.5461
C  -1.5203  -0.3620  1.8147
C  -1.3747  0.8680  0.8845
N  -1.5074  0.5086  -0.5704
O  -0.3241  -0.1483  -0.9532
C  -2.4393  1.9251  1.2922
C  -0.0197  1.5798  1.1991
C  -2.5119  -1.0638  -2.3396
H  -3.7778  1.5495  -0.8374
H  -4.2928  0.5359  -2.1303
H  -4.7712  0.1319  -0.4796
H  -2.1527  -2.3276  -0.0892
H  -3.8730  -2.0039  -0.0992
H  -3.6851  -0.5481  1.8347
H  -2.8256  -2.0353  2.1713
H  -1.5056  -0.0484  2.8670
H  -0.6653  -1.0393  1.6909
H  -2.3917  2.8053  0.6398
H  -2.2691  2.2752  2.3183
H  -3.4623  1.5446  1.2774
H  0.8432  0.9126  1.0912
H  0.0032  1.9435  2.2332
H  0.1317  2.4436  0.5451
H  -2.2871  -0.3274  -3.1214
H  -3.4399  -1.5728  -2.6236
H  -1.7259  -1.8271  -2.3539

Spin multiplicity: 2
LUMO level (alpha / beta): 0.127 / -0.451 eV
Molar mass: 259.34 g mol⁻¹
Kohn-Sham gap (alpha / beta): 9.4 / 9.4 eV
<S²>: 0.75

Charges computed using Mulliken, reported in e: number 1, O, carries -0.50; number 2, C, carries 0.39; number 3, C, carries -0.50; number 4, C, carries -0.31; number 5, C, carries 0.12; number 6, F, carries -0.30; number 7, N, carries -0.45; number 8, H, carries 0.32; number 9, H, carries 0.28; number 10, H, carries 0.08; number 11, H, carries 0.26; number 12, H, carries 0.31; number 13, H, carries 0.31; number 14, C, carries -1.65; number 15, C, carries 1.85; number 16, C, carries -1.41; number 17, C, carries -0.49; number 18, C, carries -1.17; number 19, C, carries 1.72; number 20, N, carries 0.20; number 21, O, carries -0.46; number 22, C, carries -1.96; number 23, C, carries -1.60; number 24, C, carries -1.86; number 25, H, carries 0.34; number 26, H, carries 0.48; number 27, H, carries 0.32; number 28, H, carries 0.40; number 29, H, carries 0.38; number 30, H, carries 0.28; number 31, H, carries 0.39; number 32, H, carries 0.39; number 33, H, carries 0.33; number 34, H, carries 0.39; number 35, H, carries 0.41; number 36, H, carries 0.42; number 37, H, carries 0.20; number 38, H, carries 0.40; number 39, H, carries 0.45; number 40, H, carries 0.46; number 41, H, carries 0.45; number 42, H, carries 0.35

***

- Which value of <S²> does entry 2 give?
  0.75

***

- The lowest molar mass belongs to which entry?
  C13H24FN2O2